{"formula": "C3H16N2O3", "method": "wB97M-V/def2-TZVPD", "homo_ev": -9.581, "homo_lumo_gap_ev": 10.119, "spin_multiplicity": 1, "smiles": "NCCCN.O.O.O", "total_energy_ha": -459.07872, "de_lowest_ev": 1.5595, "species": ["N", "C", "C", "C", "N", "H", "H", "H", "H", "H", "H", "H", "H", "H", "H", "O", "H", "H", "O", "H", "H", "O", "H", "H"], "positions_angstrom": [[-0.247, 1.240, 2.225], [-0.854, 2.208, 1.320], [-1.495, 1.660, -0.042], [-0.583, 0.423, -0.440], [-0.746, -0.239, -1.840], [-0.892, 1.043, 3.007], [0.575, 1.655, 2.729], [-1.511, 2.826, 1.824], [-0.180, 2.942, 1.089], [-1.309, 2.423, -0.735], [-2.582, 1.446, -0.001], [0.454, 0.776, -0.330], [-0.824, -0.286, 0.268], [-0.018, 0.239, -2.426], [-1.600, -0.102, -2.334], [1.373, -1.697, 1.611], [2.179, -2.073, 1.354], [1.379, -0.759, 1.751], [2.461, -1.867, -2.625], [1.570, -1.991, -2.109], [3.063, -2.011, -1.870], [0.045, -2.933, -1.037], [-0.301, -2.130, -1.366], [0.042, -2.792, -0.023]], "mulliken_charge": [-0.50, -1.01, -0.61, -0.36, -0.63, 0.22, 0.24, 0.54, 0.48, 0.32, 0.34, 0.26, 0.25, 0.26, 0.20, -0.60, 0.30, 0.29, -0.67, 0.37, 0.28, -0.73, 0.43, 0.32]}

=====

{"formula": "C44H47MnN4Sb2", "method": "wB97M-V/def2-TZVPD", "s_squared": 3.824, "homo_ev": [-15.465, -15.832], "homo_lumo_gap_ev": [7.187, 5.679], "spin_multiplicity": 4, "total_energy_ha": -3554.31537, "charge": 3, "species": ["Mn", "C", "N", "C", "C", "C", "C", "C", "C", "C", "N", "C", "C", "C", "C", "C", "C", "N", "C", "C", "H", "H", "H", "H", "H", "H", "H", "H", "H", "H", "H", "H", "H", "H", "H", "H", "H", "H", "H", "H", "C", "C", "C", "Sb", "C", "C", "C", "C", "C", "C", "C", "C", "C", "C", "C", "C", "Sb", "C", "C", "C", "C", "C", "C", "C", "C", "C", "C", "C", "C", "H", "H", "H", "H", "H", "H", "H", "H", "H", "H", "H", "H", "H", "H", "H", "H", "H", "H", "H", "H", "H", "H", "H", "H", "H", "H", "N", "C", "H"], "positions_angstrom": [[-1.061, 0.748, 1.453], [-1.180, -1.645, 3.336], [-0.874, -0.184, 3.394], [0.445, -0.050, 4.067], [-1.897, 0.490, 4.203], [-2.336, -0.004, 5.412], [-3.344, 0.666, 6.101], [-3.923, 1.816, 5.567], [-3.459, 2.340, 4.378], [-2.404, 1.699, 3.708], [-1.827, 2.117, 2.524], [-1.778, 3.416, 2.070], [-1.922, 4.566, 2.864], [-1.834, 5.812, 2.278], [-1.597, 5.932, 0.911], [-1.405, 4.797, 0.126], [-1.470, 3.549, 0.707], [-1.272, 2.317, -0.060], [-0.113, 2.465, -0.979], [-2.485, 2.107, -0.908], [-1.046, -2.097, 4.319], [-0.487, -2.118, 2.645], [-2.200, -1.798, 2.999], [0.419, -0.548, 5.037], [0.679, 1.002, 4.218], [1.212, -0.522, 3.456], [-1.920, -0.912, 5.829], [-3.693, 0.274, 7.046], [-4.745, 2.296, 6.081], [-3.935, 3.206, 3.941], [-2.046, 4.480, 3.933], [-1.936, 6.699, 2.889], [-1.540, 6.912, 0.456], [-1.202, 4.912, -0.931], [-0.361, 3.122, -1.815], [0.143, 1.486, -1.376], [0.733, 2.884, -0.443], [-2.624, 2.952, -1.583], [-3.366, 2.024, -0.276], [-2.356, 1.202, -1.501], [1.012, -3.021, 0.077], [2.307, -3.314, -0.696], [3.367, -2.217, -0.604], [2.842, -0.411, -1.605], [2.863, -0.878, -3.634], [1.680, -1.037, -4.353], [1.755, -1.394, -5.693], [2.993, -1.573, -6.296], [4.167, -1.395, -5.573], [4.113, -1.036, -4.234], [4.400, 0.890, -1.149], [4.265, 2.262, -1.380], [5.341, 3.100, -1.128], [6.537, 2.573, -0.651], [6.665, 1.210, -0.419], [5.594, 0.358, -0.657], [-0.247, -1.520, -0.797], [-2.045, -1.858, 0.350], [-2.393, -3.169, 0.677], [-3.600, -3.431, 1.311], [-4.482, -2.398, 1.626], [-4.160, -1.095, 1.290], [-2.945, -0.837, 0.654], [-1.022, -2.512, -2.487], [-0.590, -3.775, -2.877], [-1.221, -4.412, -3.941], [-2.269, -3.791, -4.607], [-2.697, -2.529, -4.214], [-2.076, -1.888, -3.152], [1.247, -2.690, 1.092], [0.404, -3.920, 0.161], [2.106, -3.524, -1.748], [2.738, -4.232, -0.291], [4.276, -2.524, -1.128], [3.632, -1.969, 0.424], [0.711, -0.900, -3.890], [0.847, -1.529, -6.266], [3.047, -1.845, -7.342], [5.127, -1.528, -6.053], [5.034, -0.884, -3.682], [3.348, 2.676, -1.783], [5.255, 4.162, -1.318], [7.377, 3.229, -0.465], [7.601, 0.806, -0.056], [5.711, -0.701, -0.465], [-1.746, -4.001, 0.428], [-3.863, -4.453, 1.552], [-5.424, -2.618, 2.111], [-4.848, -0.286, 1.503], [-2.800, 0.172, 0.280], [0.217, -4.286, -2.369], [-0.892, -5.397, -4.246], [-2.757, -4.293, -5.432], [-3.517, -2.047, -4.730], [-2.426, -0.905, -2.851], [1.904, 1.323, 1.441], [0.762, 1.119, 1.504], [2.784, 1.732, 1.704]], "mulliken_charge": [0.31, -1.07, 0.79, -1.39, 0.30, -0.59, -0.91, -0.89, -0.54, 0.33, 0.51, 0.10, -0.76, -0.86, -0.97, -0.83, 0.45, 2.05, -1.25, -1.64, 0.60, 0.02, 0.40, 0.42, 0.44, 0.32, 0.46, 0.46, 0.47, 0.73, 0.70, 0.46, 0.45, 0.44, 0.43, 0.01, 0.55, 0.45, 0.52, 0.43, -0.86, -0.70, -1.40, 1.03, 0.92, -0.47, -0.66, -0.60, -0.66, -0.68, 0.73, -0.67, -0.69, -0.51, -0.77, -0.32, 0.33, 1.08, -0.56, -0.79, -0.94, -0.39, 0.00, 1.08, -0.75, -0.80, -0.71, -0.79, -0.39, 0.55, 0.53, 0.16, 0.53, 0.74, 0.55, 0.44, 0.46, 0.42, 0.43, 0.39, 0.42, 0.43, 0.43, 0.44, 0.39, 0.35, 0.50, 0.46, 0.54, -0.34, 0.30, 0.48, 0.45, 0.48, 0.26, -0.03, 0.05, 0.31]}

=====

{"formula": "C5H8N2", "method": "wB97M-V/def2-TZVPD", "homo_ev": [-7.231, -7.230], "homo_lumo_gap_ev": [7.577, 7.576], "spin_multiplicity": 1, "total_energy_ha": -304.67447, "de_lowest_ev": 4.3818, "species": ["C", "C", "N", "C", "C", "N", "C", "H", "H", "H", "H", "H", "H", "H", "H"], "positions_angstrom": [[1.304, -0.083, 1.004], [0.675, 1.287, -0.987], [0.248, 0.073, -0.027], [-1.079, 0.230, 0.513], [-1.858, -0.727, -0.011], [-1.115, -1.560, -0.874], [0.071, -1.094, -0.867], [2.245, -0.242, 0.479], [1.368, 0.858, 1.551], [1.059, -0.913, 1.676], [0.119, 1.058, -1.916], [0.127, 2.130, -0.527], [-1.271, 1.045, 1.197], [-2.921, -0.880, 0.116], [0.919, -1.445, -1.443]], "mulliken_charge": [-1.05, -0.94, 0.59, -0.22, -0.45, -0.52, -0.07, 0.37, 0.35, 0.35, 0.20, 0.16, 0.42, 0.40, 0.41]}

=====

{"formula": "C67H68BMoN4PS2", "method": "wB97M-V/def2-TZVPD", "s_squared": 2.050, "homo_ev": [-12.225, -12.397], "homo_lumo_gap_ev": [5.829, 5.993], "spin_multiplicity": 3, "total_energy_ha": -4043.33714, "charge": 2, "species": ["Mo", "C", "C", "C", "C", "C", "C", "C", "P", "C", "C", "C", "C", "C", "C", "C", "C", "C", "C", "C", "C", "C", "C", "H", "H", "H", "H", "H", "H", "H", "H", "H", "H", "H", "H", "H", "H", "H", "H", "H", "H", "H", "H", "S", "C", "C", "C", "C", "C", "C", "N", "C", "C", "C", "C", "C", "C", "C", "C", "N", "C", "C", "C", "C", "C", "S", "C", "H", "H", "H", "H", "H", "H", "H", "H", "H", "H", "H", "H", "C", "C", "C", "C", "C", "C", "C", "C", "C", "C", "C", "C", "N", "B", "N", "C", "C", "C", "C", "C", "C", "C", "C", "C", "C", "C", "C", "C", "C", "H", "H", "H", "H", "H", "H", "H", "H", "H", "H", "H", "H", "H", "H", "H", "H", "H", "H", "H", "H", "H", "H", "H", "H", "H", "H", "H", "H", "H", "H", "H", "H", "H", "H", "H", "H"], "positions_angstrom": [[-0.229, 0.004, -0.864], [3.228, 0.385, 1.185], [4.222, -0.133, 0.202], [5.514, -0.446, 0.601], [6.486, -0.760, -0.332], [6.185, -0.724, -1.684], [4.895, -0.449, -2.102], [3.901, -0.191, -1.158], [2.192, 0.249, -1.640], [2.084, 0.027, -3.468], [1.605, 1.109, -4.217], [1.472, 1.028, -5.588], [1.798, -0.145, -6.246], [2.251, -1.226, -5.520], [2.398, -1.166, -4.136], [2.924, -2.401, -3.471], [2.343, 2.060, -1.485], [3.539, 2.757, -1.387], [3.518, 4.142, -1.326], [2.313, 4.825, -1.384], [1.119, 4.135, -1.500], [1.121, 2.743, -1.530], [-0.111, 1.936, -1.589], [3.495, 0.087, 2.193], [2.207, 0.055, 0.953], [3.231, 1.472, 1.135], [5.761, -0.424, 1.652], [7.484, -1.005, -0.006], [6.958, -0.912, -2.413], [4.668, -0.405, -3.157], [1.370, 2.048, -3.739], [1.117, 1.879, -6.145], [1.706, -0.219, -7.316], [2.501, -2.149, -6.023], [3.858, -2.703, -3.945], [2.217, -3.220, -3.604], [3.120, -2.249, -2.411], [4.477, 2.227, -1.359], [4.442, 4.690, -1.246], [2.306, 5.903, -1.356], [0.187, 4.681, -1.554], [-0.886, 2.450, -2.170], [-0.475, 1.755, -0.518], [-5.239, 3.209, -2.582], [-6.843, 3.716, -2.265], [-7.569, 2.761, -1.623], [-6.833, 1.588, -1.391], [-5.537, 1.668, -1.837], [-4.558, 0.607, -1.759], [-3.207, 0.830, -1.452], [-2.302, -0.137, -1.275], [-2.716, -1.415, -1.523], [-4.060, -1.741, -1.824], [-4.421, -3.100, -2.055], [-3.488, -4.076, -2.050], [-2.115, -3.774, -1.806], [-1.129, -4.751, -1.832], [0.202, -4.398, -1.601], [0.476, -3.035, -1.376], [-0.438, -2.074, -1.323], [-1.737, -2.435, -1.526], [1.225, -5.410, -1.570], [2.597, -5.289, -1.514], [3.262, -6.524, -1.477], [2.404, -7.584, -1.494], [0.774, -7.095, -1.565], [-4.989, -0.710, -1.916], [-7.147, 4.700, -2.563], [-8.596, 2.891, -1.338], [-7.230, 0.733, -0.874], [-2.874, 1.848, -1.312], [-5.458, -3.318, -2.254], [-3.758, -5.102, -2.245], [-1.401, -5.779, -2.019], [1.497, -2.723, -1.220], [3.122, -4.353, -1.517], [4.332, -6.625, -1.441], [2.640, -8.629, -1.462], [-6.019, -0.932, -2.138], [2.071, 3.037, 4.871], [2.203, 2.793, 3.360], [3.632, 3.185, 2.946], [1.167, 3.590, 2.589], [1.367, 4.964, 2.527], [0.446, 5.797, 1.932], [-0.714, 5.269, 1.406], [-0.960, 3.901, 1.430], [-2.313, 3.404, 0.956], [-3.344, 3.538, 2.083], [-2.817, 4.175, -0.267], [0.009, 3.052, 1.991], [-0.264, 1.650, 2.134], [-0.331, 0.477, 1.284], [-0.572, -0.595, 2.208], [-0.698, -0.085, 3.473], [-0.510, 1.253, 3.425], [-0.939, -1.946, 1.956], [-2.322, -2.203, 1.834], [-2.726, -3.470, 1.441], [-1.797, -4.476, 1.246], [-0.471, -4.254, 1.557], [-0.010, -2.997, 1.948], [1.429, -2.962, 2.444], [1.753, -1.904, 3.494], [2.430, -2.895, 1.289], [-3.334, -1.206, 2.363], [-4.541, -0.946, 1.470], [-3.796, -1.736, 3.729], [2.841, 2.482, 5.401], [1.107, 2.722, 5.257], [2.197, 4.091, 5.101], [2.049, 1.725, 3.180], [3.937, 4.096, 3.450], [3.716, 3.360, 1.875], [4.340, 2.412, 3.234], [2.244, 5.394, 2.981], [0.615, 6.861, 1.907], [-1.443, 5.950, 1.000], [-2.243, 2.333, 0.714], [-3.482, 4.582, 2.349], [-3.024, 2.995, 2.969], [-4.304, 3.137, 1.764], [-3.025, 5.210, -0.018], [-3.753, 3.753, -0.621], [-2.097, 4.168, -1.082], [-0.898, -0.712, 4.316], [-0.568, 1.965, 4.222], [-3.775, -3.695, 1.324], [-2.126, -5.455, 0.935], [0.226, -5.080, 1.547], [1.576, -3.929, 2.938], [1.668, -0.899, 3.100], [2.774, -2.053, 3.837], [1.104, -2.007, 4.358], [2.182, -2.069, 0.624], [2.430, -3.826, 0.730], [3.433, -2.736, 1.675], [-2.847, -0.242, 2.529], [-4.996, -1.869, 1.126], [-4.257, -0.344, 0.614], [-5.286, -0.387, 2.030], [-4.385, -2.641, 3.610], [-4.407, -0.991, 4.234], [-2.945, -1.966, 4.365]], "mulliken_charge": [-3.97, -0.34, 0.32, -0.46, -0.92, -1.05, -0.29, 0.49, 1.35, 0.85, -1.01, -1.15, -0.87, -0.85, 1.46, -1.08, 1.02, -0.77, -0.96, -1.14, -0.23, 0.40, 0.05, 1.28, -1.46, -0.51, 0.55, 0.46, 0.49, 0.65, 0.56, 0.54, 0.44, 0.54, 0.68, 0.74, -0.70, 0.59, 0.46, 0.48, 0.40, 1.04, -0.04, -0.08, -0.36, -0.83, -0.45, -0.25, 1.09, -0.55, 0.44, -0.48, 1.44, -1.22, -1.29, 0.41, -0.89, 0.81, -0.67, 0.59, -0.70, 0.76, -0.11, -1.09, -0.42, -0.16, -0.88, 0.48, 0.46, 0.52, -0.39, 0.54, 0.54, 0.74, -0.11, 0.52, 0.46, 0.49, 0.76, -1.61, 1.98, -1.82, 1.11, -0.29, -1.65, -0.33, 0.80, 2.48, -1.80, -2.11, -1.22, 1.00, 4.31, 1.02, -1.29, -1.30, -0.76, 0.37, -0.26, -1.31, -0.15, -0.17, 0.22, -1.84, -1.26, 1.54, -1.32, -1.79, 0.50, 0.30, 0.36, -1.31, 0.57, 0.41, 0.39, 0.43, 0.45, 0.42, -1.18, 0.41, 0.32, 0.45, 0.71, 0.04, 0.46, 0.57, 0.88, 0.64, 0.60, 0.56, 0.98, -0.05, 0.56, 0.42, 0.08, 0.04, 0.76, -0.63, 0.24, 0.00, 0.64, 0.41, 0.46, 0.37]}